Record 1
{"formula": "C45H34LuN3O5S", "method": "ωB97M-V/def2-TZVPD", "species": ["Lu", "C", "C", "C", "C", "C", "C", "C", "C", "C", "C", "C", "C", "C", "C", "C", "N", "H", "H", "H", "H", "H", "H", "H", "H", "H", "H", "S", "C", "C", "C", "C", "C", "C", "C", "C", "C", "N", "H", "H", "H", "H", "H", "H", "C", "O", "C", "C", "C", "C", "C", "C", "N", "C", "C", "C", "C", "C", "C", "C", "O", "H", "H", "H", "H", "H", "H", "H", "H", "H", "H", "H", "H", "H", "O", "C", "C", "C", "C", "C", "C", "C", "O", "O", "H", "H", "H", "H", "H"], "positions_angstrom": [[0.04913, -0.05307, -0.21319], [4.32907, -0.29497, 1.60101], [4.10089, -0.54182, 2.94956], [2.81370, -0.84245, 3.37679], [1.76237, -0.89298, 2.46000], [1.94928, -0.58480, 1.11197], [3.25837, -0.30062, 0.71377], [0.39567, -1.31892, 2.90036], [0.20511, -2.00007, 4.13304], [-1.03750, -2.38769, 4.51400], [-2.14377, -2.15555, 3.66385], [-3.46340, -2.55680, 3.98892], [-4.48168, -2.35799, 3.10227], [-4.21181, -1.76774, 1.84396], [-2.95091, -1.36560, 1.51481], [-1.88390, -1.52906, 2.43259], [-0.62148, -1.08786, 2.09534], [5.33317, -0.08214, 1.24709], [4.91619, -0.50454, 3.66391], [2.64188, -1.00627, 4.43470], [3.45956, -0.06229, -0.32830], [1.05998, -2.22951, 4.75241], [-1.19134, -2.90526, 5.45607], [-3.64326, -3.03125, 4.94998], [-5.49197, -2.66242, 3.35140], [-5.01657, -1.63176, 1.12875], [-2.74948, -0.94798, 0.53660], [-3.32463, -2.15121, -3.02765], [-2.76961, -3.37000, -1.95460], [-1.71368, -2.92933, -1.22212], [-1.29918, -1.57052, -1.47826], [-2.09919, -1.06618, -2.45093], [-2.88100, 1.04268, -0.77219], [-4.36469, 0.86477, -0.75430], [-4.88274, 1.76816, 0.32581], [-4.06504, 2.00547, 1.39221], [-2.67615, 1.68897, 1.39763], [-2.09132, 1.37800, 0.21928], [-3.24587, -4.34557, -1.94147], [-1.22899, -3.56854, -0.49112], [-4.75694, -0.17123, -0.71305], [-5.90462, 2.14137, 0.31558], [-4.46802, 2.52325, 2.26159], [-2.04605, 1.82532, 2.27156], [-1.56330, 5.28093, 0.16356], [-0.87166, 4.68230, -0.93806], [-0.32628, 5.49321, -1.84783], [-0.20515, 6.86848, -1.67898], [0.42940, 7.63928, -2.64448], [0.95349, 7.04312, -3.78273], [0.81262, 5.67493, -3.95595], [0.15446, 4.89404, -3.01688], [0.12998, 3.47584, -3.24982], [-0.75653, 2.52507, -3.05837], [-2.13189, 2.53285, -2.74246], [-2.92558, 3.62167, -2.89825], [-4.36148, 3.59951, -2.82890], [-5.00290, 2.42372, -2.71073], [-4.31641, 1.19294, -2.35247], [-2.74215, 1.23365, -2.27246], [-2.04621, 0.19945, -3.00490], [-2.05583, 4.46626, 0.68845], [-2.31137, 5.99717, -0.18366], [-0.86349, 5.78807, 0.83045], [-0.57967, 7.33626, -0.77659], [0.52889, 8.70862, -2.48921], [1.46276, 7.63518, -4.53443], [1.21161, 5.18781, -4.84113], [1.01949, 3.10576, -3.58297], [-0.31628, 1.54780, -3.21854], [-2.46289, 4.55201, -3.21196], [-4.91069, 4.51216, -3.02636], [-6.08101, 2.38359, -2.84934], [-4.69377, 0.32877, -2.89433], [0.37481, 2.31476, 0.49875], [1.47523, 3.12570, 0.36055], [1.66172, 4.16915, 1.25737], [2.76462, 4.99639, 1.13245], [3.68314, 4.78641, 0.10822], [3.46145, 3.76577, -0.79926], [2.36090, 2.91634, -0.69164], [2.09267, 1.95629, -1.81385], [2.52716, 2.22625, -2.92972], [1.32701, 0.93993, -1.56769], [-0.31465, 2.75452, 1.00796], [0.94553, 4.31624, 2.06280], [2.90997, 5.80271, 1.84188], [4.55238, 5.42753, 0.00931], [4.13345, 3.60800, -1.63365]], "forces_ev_per_angstrom": [[-0.6, 0.4, 1.0], [0.0, 0.0, 0.0], [-0.1, 0.0, 0.0], [0.2, 0.0, 0.1], [-0.3, -0.2, 0.3], [-0.3, 0.0, -0.6], [0.2, 0.1, 0.0], [0.3, 0.1, 0.1], [0.1, 0.0, 0.1], [-0.1, -0.1, 0.1], [0.0, 0.0, 0.1], [0.1, 0.0, 0.1], [0.0, 0.0, -0.1], [-0.1, -0.1, 0.1], [0.1, 0.0, 0.0], [0.1, 0.1, -0.2], [-0.3, 0.0, -0.7], [-0.1, 0.0, 0.0], [-0.1, 0.0, 0.0], [0.0, 0.0, 0.0], [0.0, 0.0, 0.1], [0.0, 0.0, 0.0], [0.0, 0.0, 0.0], [0.0, 0.1, -0.1], [0.1, 0.0, 0.0], [0.1, 0.0, 0.1], [0.0, -0.1, 0.1], [-0.1, -0.1, -0.1], [-0.1, -0.2, -0.1], [0.1, 0.0, 0.1], [0.4, 0.0, 0.1], [0.0, 0.0, -0.1], [0.1, 0.5, -0.3], [-0.2, -0.1, -0.3], [0.1, 0.0, -0.1], [0.0, 0.0, 0.1], [-0.1, 0.1, -0.1], [0.4, -0.5, -0.1], [0.1, 0.2, 0.0], [0.0, 0.0, 0.0], [0.2, 0.1, 0.2], [0.2, 0.0, 0.0], [0.1, -0.1, -0.1], [-0.1, 0.0, -0.1], [0.1, -0.1, -0.1], [-0.6, -0.3, 0.5], [0.1, 0.1, -0.1], [0.1, 0.2, -0.1], [0.0, 0.0, 0.0], [0.0, 0.0, 0.0], [0.0, -0.1, -0.2], [0.0, -0.2, -0.3], [-0.5, 0.4, 0.1], [0.4, 0.1, -0.3], [-0.2, 0.1, 0.3], [0.1, 0.3, -0.1], [0.0, 0.0, -0.1], [-0.1, 0.2, 0.0], [0.1, -0.3, 0.5], [0.0, -0.2, 0.3], [-0.2, -0.1, 0.1], [0.0, -0.1, 0.0], [0.0, -0.1, 0.0], [0.0, 0.0, 0.0], [0.0, 0.0, -0.1], [0.0, -0.1, 0.0], [0.0, -0.1, 0.1], [0.0, 0.1, 0.1], [0.3, 0.0, 0.2], [-0.1, 0.0, -0.1], [0.0, 0.0, 0.0], [0.1, 0.0, 0.0], [0.1, 0.0, 0.1], [0.0, 0.0, -0.1], [0.5, -0.1, -0.1], [-0.1, -0.1, 0.2], [0.1, 0.1, 0.1], [0.0, 0.0, 0.0], [0.0, 0.0, 0.0], [0.1, 0.0, 0.0], [0.0, 0.1, 0.0], [-0.4, -0.5, 0.2], [0.2, -0.1, -0.1], [0.4, 0.5, -0.3], [-0.3, 0.0, 0.0], [0.1, 0.0, -0.1], [0.0, 0.0, 0.0], [-0.1, -0.1, 0.0], [0.0, 0.0, 0.0]], "lowdin_charge": [1.72, -0.09, -0.09, -0.06, -0.23, -0.19, -0.14, -0.22, 0.00, 0.00, -0.16, -0.04, -0.07, -0.05, -0.03, -0.19, 0.09, 0.10, 0.10, 0.09, 0.08, 0.10, 0.12, 0.11, 0.10, 0.10, 0.07, 1.02, -0.44, -0.26, -0.27, -0.65, -0.25, -0.17, -0.06, -0.12, -0.23, -0.03, 0.06, 0.09, 0.12, 0.09, 0.10, 0.09, -0.04, -0.08, -0.25, 0.00, -0.07, -0.08, -0.01, -0.14, 0.16, 0.05, -0.09, 0.05, -0.04, -0.02, -0.12, -0.27, -0.09, 0.08, 0.10, 0.09, 0.11, 0.11, 0.11, 0.13, 0.12, 0.14, 0.12, 0.11, 0.13, 0.12, -0.07, -0.24, -0.02, -0.07, -0.07, -0.01, -0.07, -0.58, 0.04, -0.21, 0.08, 0.12, 0.11, 0.10, 0.12], "de_lowest_kj_mol": 511.90, "spin_multiplicity": 1}

---

Record 2
{"formula": "C5H8N2", "method": "ωB97M-V/def2-TZVPD", "species": ["C", "N", "C", "C", "C", "N", "C", "H", "H", "H", "H", "H", "H", "H", "H"], "positions_angstrom": [[2.30507, 0.29441, 0.03131], [0.91191, -0.09619, 0.07499], [0.35646, -1.33318, 0.24951], [-1.01519, -1.20695, 0.19988], [-1.30693, 0.17128, 0.00464], [-2.57879, 0.77952, -0.03716], [-0.10274, 0.82414, -0.06928], [2.88558, -0.35239, -0.63243], [2.34764, 1.30948, -0.37290], [2.76943, 0.30732, 1.02343], [0.95154, -2.22062, 0.42236], [-1.73647, -2.01135, 0.28574], [-3.30697, 0.11883, -0.27301], [-2.60450, 1.54366, -0.70108], [0.12396, 1.87204, -0.20601]], "forces_ev_per_angstrom": [[0.1, 0.0, 0.0], [-0.2, 0.0, 0.0], [0.1, 0.1, 0.0], [-0.1, 0.1, 0.0], [0.2, -0.1, 0.0], [-0.1, 0.0, -0.2], [0.0, 0.1, 0.0], [-0.1, 0.0, 0.1], [0.1, -0.2, 0.1], [-0.1, -0.1, -0.1], [0.0, 0.2, -0.1], [0.2, 0.1, 0.0], [0.1, 0.0, 0.0], [-0.1, -0.1, 0.1], [-0.1, -0.1, 0.0]], "nbo_charge": [-0.39, -0.33, -0.05, -0.34, 0.09, -0.81, -0.14, 0.21, 0.21, 0.20, 0.21, 0.22, 0.37, 0.37, 0.20], "de_lowest_kj_mol": 48.80, "smiles": "Cn1ccc(N)c1", "spin_multiplicity": 1}

---

Record 3
{"formula": "C21H29N3O2", "method": "ωB97M-V/def2-TZVPD", "species": ["C", "O", "C", "C", "C", "C", "C", "C", "H", "H", "N", "C", "C", "C", "O", "C", "N", "C", "C", "N", "C", "C", "H", "H", "H", "H", "C", "C", "C", "C", "C", "C", "H", "H", "H", "H", "H", "H", "H", "H", "H", "H", "H", "H", "H", "H", "H", "H", "H", "H", "H", "H", "H", "H", "H"], "positions_angstrom": [[-7.93454, -0.99454, -1.75212], [-6.65369, -1.37984, -1.17436], [-5.81943, -0.30685, -0.71561], [-4.77471, -0.88540, -0.07895], [-3.91457, -0.09859, 0.30645], [-4.26477, 1.37219, 0.37789], [-5.44436, 1.78675, -0.13741], [-6.25549, 0.99653, -0.93154], [-7.18132, 1.34690, -1.39785], [-5.52236, 2.92331, -0.41349], [-3.22978, 2.34414, 0.92770], [-2.36883, 1.36096, 1.28986], [-2.65687, -0.20892, 1.03317], [-1.97504, -1.17303, 1.52228], [-2.49762, -2.37815, 1.20736], [-0.66279, -1.14229, 2.19269], [0.25023, -0.33609, 1.36045], [1.46664, 0.01713, 2.00949], [2.35897, 1.26336, 1.07693], [2.36763, 0.92744, -0.15212], [1.07979, 0.49072, -0.92900], [0.28698, -0.51663, 0.09254], [-0.58044, -0.67660, -0.45535], [0.91657, -1.50376, 0.06340], [1.26659, 0.36145, -2.11831], [0.56443, 1.40531, -0.83322], [3.60538, 0.02718, -0.74645], [4.05083, -0.91948, -0.05903], [5.15364, -1.72817, -0.60195], [6.43317, -0.74783, -0.64962], [6.00355, 0.70070, -1.46040], [4.74093, 1.17166, -0.85139], [5.05939, 1.48789, 0.32632], [4.44810, 1.98910, -1.24984], [6.78896, 1.23380, -1.38293], [5.79868, 0.58852, -2.41988], [7.28276, -1.14526, -1.40510], [6.69735, -0.47450, 0.57403], [5.50612, -2.56630, -0.18168], [4.85929, -1.82655, -1.64712], [3.27375, -1.87819, 0.11923], [4.12248, -0.78867, 1.25260], [3.29991, -0.08151, -1.76400], [3.18747, 1.17625, 1.61183], [1.57691, 2.14957, 1.15778], [1.49299, 0.36025, 2.93792], [2.18823, -0.96153, 2.02518], [-0.55890, -0.87757, 3.12822], [-0.11102, -2.02401, 2.01338], [-1.49920, 1.66263, 1.92712], [-3.07341, 3.19602, 0.91834], [-4.62012, -1.86652, -0.01336], [-8.47199, -0.37012, -1.28182], [-7.70622, -0.48782, -2.63624], [-8.35024, -1.99497, -2.01206]], "forces_ev_per_angstrom": [[5.1, -6.4, -3.3], [-0.5, 1.6, 0.4], [-6.2, -2.9, -3.2], [-4.7, -1.8, -3.0], [7.6, 9.6, 5.8], [-0.5, 0.7, -1.0], [0.7, 5.1, -2.4], [0.9, -1.7, 1.9], [0.7, -0.4, 0.2], [-0.1, -1.8, 1.4], [-2.3, -17.6, -0.5], [2.3, -2.1, 2.0], [-3.5, 12.6, -1.9], [0.2, -10.6, 0.6], [2.1, 3.7, 1.5], [1.5, -0.3, -6.2], [-1.4, 6.4, 8.1], [3.2, -2.2, -5.3], [-8.6, -0.5, 4.6], [2.3, -4.5, -10.8], [1.8, 0.8, 2.9], [4.6, -3.6, -8.1], [-2.1, -0.6, -0.3], [-0.6, 0.3, -1.5], [-0.4, -0.6, 3.3], [-1.3, 1.3, -0.3], [-4.2, 15.0, -4.8], [0.6, -14.6, 12.6], [2.7, 5.6, -3.0], [0.2, 1.3, -1.1], [-3.5, -6.3, 5.0], [2.4, -4.4, 6.8], [-1.2, -0.8, -2.8], [-2.6, 5.5, -2.9], [5.3, 4.4, 0.8], [-0.5, -1.4, -4.7], [-1.5, 0.5, 2.6], [-0.2, -0.8, -3.8], [0.3, -3.3, 1.8], [0.3, -0.8, -0.2], [0.8, 2.5, -0.7], [0.4, 0.4, -3.9], [-0.2, -0.9, -0.6], [4.0, 0.9, 1.9], [1.9, -0.9, 0.8], [-1.0, 1.4, 4.2], [-1.2, 1.7, -0.1], [0.0, 1.6, 4.8], [-0.5, -2.6, 0.6], [-0.5, -0.3, -1.0], [1.3, 10.1, -0.2], [0.1, -3.9, 0.0], [-4.1, 4.0, 4.6], [0.3, 0.6, -2.0], [-0.3, 1.1, 0.4]], "nbo_charge": [-0.24, -0.51, 0.35, -0.25, 0.02, 0.10, -0.21, -0.35, 0.24, 0.20, -0.49, 0.17, -0.20, 0.43, -0.64, -0.27, -0.46, -0.25, -0.15, -0.45, -0.21, -0.19, 0.22, 0.10, 0.23, 0.18, -0.09, -0.41, -0.41, -0.40, -0.39, -0.33, 0.16, 0.19, 0.19, 0.18, 0.21, 0.20, 0.22, 0.19, 0.22, 0.21, 0.22, 0.21, 0.17, 0.18, 0.11, 0.21, 0.21, 0.21, 0.39, 0.26, 0.16, 0.16, 0.20], "de_lowest_kj_mol": 2036.20, "smiles": "COc1ccc2[nH]cc(C(=O)CN3CCN(C4CCCCC4)CC3)c2c1", "spin_multiplicity": 1}

---

Record 4
{"formula": "C6H17N3", "method": "ωB97M-V/def2-TZVPD", "species": ["C", "C", "N", "N", "H", "H", "H", "H", "H", "H", "H", "H", "C", "C", "C", "N", "C", "H", "H", "H", "H", "H", "H", "H", "H", "H"], "positions_angstrom": [[-1.72869, -1.05645, -0.34753], [-2.42231, -1.00945, 0.97816], [-1.11529, 0.07750, -0.82590], [-1.36016, -2.31342, -0.87636], [0.47385, -0.93728, 0.97145], [-0.85782, 0.02226, -1.80612], [-1.60874, 0.94195, -0.62129], [-0.49493, -2.71216, -0.52059], [-1.38379, -2.36860, -1.88883], [-1.80321, -1.34451, 1.82068], [-3.30142, -1.65804, 0.95909], [-2.75350, 0.00862, 1.20615], [0.29342, 1.88259, 0.76254], [1.32033, 1.29249, -1.47599], [0.70222, 0.80334, -0.19815], [2.34500, -0.13350, 1.39815], [1.28212, -0.42826, 0.42330], [2.61669, -0.97341, 1.89717], [3.16770, 0.22424, 0.92550], [1.61043, -1.12177, -0.36917], [-0.33607, 2.63184, 0.26730], [-0.25381, 1.46526, 1.60987], [2.24108, 1.86635, -1.30658], [0.63587, 1.96076, -2.01464], [1.57352, 0.46496, -2.14380], [1.15752, 2.41470, 1.17559]], "forces_ev_per_angstrom": [[-0.3, 0.0, 0.1], [0.1, 0.0, -0.2], [0.1, -0.1, 0.0], [0.1, 0.0, -0.1], [0.1, 0.0, 0.0], [0.0, 0.1, 0.1], [0.0, -0.1, -0.1], [0.0, 0.0, -0.1], [0.0, -0.1, 0.2], [0.0, 0.0, 0.1], [0.0, 0.0, 0.0], [0.0, 0.0, 0.0], [0.1, -0.1, -0.1], [-0.1, -0.1, 0.1], [0.2, 0.1, 0.0], [-0.1, 0.0, 0.0], [-0.1, 0.0, 0.0], [0.0, 0.1, -0.1], [0.0, -0.1, 0.0], [0.0, 0.1, 0.0], [0.0, 0.0, 0.0], [-0.1, 0.0, 0.0], [0.0, 0.0, 0.0], [0.0, 0.0, 0.0], [0.0, 0.0, 0.0], [0.0, 0.0, 0.0]], "nbo_charge": [0.12, -0.65, -0.60, -0.86, 0.19, 0.39, 0.39, 0.35, 0.36, 0.19, 0.22, 0.20, -0.66, -0.66, 0.02, -0.84, -0.26, 0.36, 0.35, 0.16, 0.19, 0.21, 0.21, 0.20, 0.20, 0.22], "de_lowest_kj_mol": 335.68, "spin_multiplicity": 1}